Here is the ion C2H3N2O with charge -1 at a distorted geometry from the Open Molecules 2025 dataset. Energies are from ωB97M-V/def2-TZVPD.

Cartesian coordinates (Å):
C (-0.98407, 0.03908, -0.00302)
N (0.40891, -0.48166, -0.21668)
O (0.65359, -1.75320, 0.11024)
C (1.46620, 0.38240, -0.00405)
N (2.41021, 1.05624, -0.18687)
H (-1.18993, 0.18002, 1.11172)
H (-1.01359, 1.10578, -0.40705)
H (-1.75131, -0.52867, -0.40429)

Results
lowest unoccupied orbital energy	4.42	eV
electronic energy	-7148.0097	eV
highest occupied orbital energy	-1.825	eV
gap between HOMO and LUMO	6.25	eV
net charge	-1
energy relative to the best compared isomer or geometry (same formula, charge and spin)	42.79	kcal/mol

Here is a cluster of 2 separate species, C2H3N2O2 in total at a distorted geometry from the Open Molecules 2025 dataset. Energies are from ωB97M-V/def2-TZVPD.

Cartesian coordinates (Å):
C (2.65568, 0.10127, -0.07367)
C (-1.88574, -0.01975, -0.02947)
N (0.41435, -0.20041, 0.81682)
N (-0.29967, 0.11959, -0.09935)
O (2.82656, -1.01030, -0.38341)
O (2.74216, 1.23634, 0.11657)
H (-2.24528, -0.73258, 0.63750)
H (-2.06575, -0.46561, -0.99558)
H (-2.14230, 0.97144, 0.01059)

Results
lowest unoccupied orbital energy	3.99	eV
electronic energy	-9196.6400	eV
highest occupied orbital energy	-0.836	eV
gap between HOMO and LUMO	4.82	eV
net charge	-1
energy relative to the best compared isomer or geometry (same formula, charge and spin)	24.53	kcal/mol